[1]
Molecular formula: C34H59NO10
Method: DFT, ωB97M-V with the def2-TZVPD basis set

LUMO   0.57 eV
Total charge   0
Spin multiplicity   1
Highest occupied orbital energy   -8.53 eV

Each atom is followed by the atoms it is bonded to, with distances in Å.
Cartesian coordinates (Å):
1 O -2.58209 1.84816 -0.14851  C2 1.270
2 C -2.62754 0.61240 0.14049  O1 1.270, C3 1.625, N9 1.466
3 C -1.29284 -0.22895 -0.24943  C2 1.625, C4 1.605, H16 1.141, H17 1.155
4 C -0.24438 -0.33088 0.96147  C3 1.605, O5 1.460, H18 1.151, H19 1.161
5 O 0.08244 0.94405 1.59378  C4 1.460, C6 1.426
6 C 1.04423 1.69016 0.85180  O5 1.426, O7 1.266, O8 1.429
7 O 1.46537 1.45272 -0.31773  C6 1.266
8 O 1.54633 2.86981 1.48391  C6 1.429, H20 0.986
9 N -3.77090 -0.05610 0.76846  C2 1.466, C10 1.476, H21 1.030
10 C -4.95220 0.81806 0.90431  N9 1.476, C11 1.549, C15 1.573
11 C -5.03077 2.12489 1.73169  C10 1.549, C12 1.561, H22 1.152
12 C -6.33674 2.97669 1.81345  C11 1.561, C13 1.552, H23 1.136
13 C -7.61453 2.48526 1.08313  C12 1.552, C14 1.560, H24 1.145
14 C -7.59349 1.15470 0.26965  C13 1.560, C15 1.563, H25 1.144
15 C -6.25972 0.34574 0.16939  C10 1.573, C14 1.563, H26 1.146
16 H -1.63776 -1.23909 -0.65251  C3 1.141
17 H -0.76213 0.36098 -1.08802  C3 1.155
18 H -0.66590 -1.01611 1.78531  C4 1.151
19 H 0.70431 -0.85412 0.54467  C4 1.161
20 H 2.39498 3.10973 1.04193  O8 0.986
21 H -3.52526 -0.52809 1.64990  N9 1.030
22 H -4.05975 2.44378 2.26412  C11 1.152
23 H -6.34318 3.93621 2.42220  C12 1.136
24 H -8.57828 3.09839 1.15608  C13 1.145
25 H -8.54304 0.77626 -0.24511  C14 1.144
26 H -6.25551 -0.63128 -0.42989  C15 1.146
27 C 4.97546 -3.40488 0.45034  C28 1.510, C31 1.516, H32 1.091, H33 1.095
28 C 5.15075 -2.32646 1.49258  C27 1.510, C29 1.516, H34 1.095, H35 1.091
29 C 3.96577 -1.42273 1.21207  C28 1.516, O30 1.436, H36 1.095, H37 1.093
30 O 2.91612 -2.25670 0.69854  C29 1.436, C31 1.435
31 C 3.46746 -3.54591 0.39216  C27 1.516, O30 1.435, H38 1.096, H39 1.092
32 H 5.48071 -4.34071 0.69555  C27 1.091
33 H 5.35583 -3.05239 -0.51449  C27 1.095
34 H 5.06199 -2.76046 2.49411  C28 1.095
35 H 6.10769 -1.80545 1.43033  C28 1.091
36 H 4.20617 -0.67776 0.44597  C29 1.095
37 H 3.61569 -0.90210 2.10697  C29 1.093
38 H 3.10773 -4.25664 1.14424  C31 1.096
39 H 3.11345 -3.86929 -0.58908  C31 1.092
40 C 1.72685 -1.78942 5.66583  C41 1.513, C44 1.516, H45 1.091, H46 1.095
41 C 1.14528 -0.41579 5.91748  C40 1.513, C42 1.516, H47 1.095, H48 1.091
42 C -0.11927 -0.45173 5.08265  C41 1.516, O43 1.435, H49 1.095, H50 1.093
43 O -0.56238 -1.81599 5.05854  C42 1.435, C44 1.434
44 C 0.48071 -2.64891 5.58193  C40 1.516, O43 1.434, H51 1.095, H52 1.092
45 H 2.42154 -2.12113 6.43955  C40 1.091
46 H 2.25329 -1.79943 4.70530  C40 1.095
47 H 0.89076 -0.30913 6.97718  C41 1.095
48 H 1.81389 0.40215 5.64332  C41 1.091
49 H 0.07699 -0.14490 4.04996  C42 1.095
50 H -0.90889 0.18383 5.49045  C42 1.093
51 H 0.16864 -2.99312 6.57401  C44 1.095
52 H 0.61395 -3.52041 4.93696  C44 1.092
53 C 2.65016 -1.87593 -3.17705  C54 1.512, C57 1.515, H58 1.091, H59 1.096
54 C 1.83767 -2.28290 -4.38499  C53 1.512, C55 1.518, H60 1.095, H61 1.092
55 C 0.41640 -2.13590 -3.87155  C54 1.518, O56 1.435, H62 1.096, H63 1.093
56 O 0.43362 -1.08654 -2.89356  C55 1.435, C57 1.436
57 C 1.79902 -0.77604 -2.57733  C53 1.515, O56 1.436, H64 1.095, H65 1.091
58 H 3.66227 -1.54860 -3.42012  C53 1.091
59 H 2.71893 -2.71521 -2.47625  C53 1.096
60 H 2.01463 -1.57862 -5.20489  C54 1.095
61 H 2.05828 -3.28932 -4.74641  C54 1.092
62 H 0.07672 -3.05122 -3.37418  C55 1.096
63 H -0.29259 -1.88707 -4.66504  C55 1.093
64 H 2.03488 0.19409 -3.02779  C57 1.095
65 H 1.91880 -0.69553 -1.49558  C57 1.091
66 C 2.47095 7.19806 4.62824  C67 1.513, C70 1.516, H71 1.091, H72 1.095
67 C 1.46598 6.11295 4.31053  C66 1.513, C68 1.516, H73 1.095, H74 1.091
68 C 2.28097 5.17207 3.44563  C67 1.516, O69 1.435, H75 1.095, H76 1.091
69 O 3.64224 5.27765 3.88653  C68 1.435, C70 1.434
70 C 3.75721 6.40687 4.76255  C66 1.516, O69 1.434, H77 1.096, H78 1.092
71 H 2.22908 7.77267 5.52410  C66 1.091
72 H 2.54576 7.89302 3.78523  C66 1.095
73 H 1.16399 5.60561 5.23276  C67 1.095
74 H 0.56659 6.47848 3.81213  C67 1.091
75 H 2.24576 5.46968 2.39192  C68 1.095
76 H 1.94855 4.13569 3.52563  C68 1.091
77 H 3.88530 6.02802 5.78249  C70 1.096
78 H 4.64018 6.99166 4.49488  C70 1.092
79 C 7.75149 -2.98433 -4.53646  C80 1.512, C83 1.516, H84 1.091, H85 1.095
80 C 6.93787 -3.39053 -5.74451  C79 1.512, C81 1.516, H86 1.095, H87 1.091
81 C 5.51851 -3.24298 -5.23296  C80 1.516, O82 1.435, H88 1.095, H89 1.093
82 O 5.53593 -2.19224 -4.25635  C81 1.435, C83 1.435
83 C 6.90021 -1.88125 -3.93960  C79 1.516, O82 1.435, H90 1.095, H91 1.092
84 H 8.76410 -2.65701 -4.77825  C79 1.091
85 H 7.82065 -3.82358 -3.83631  C79 1.095
86 H 7.11461 -2.68661 -6.56438  C80 1.095
87 H 7.15833 -4.39664 -6.10527  C80 1.091
88 H 5.17798 -4.15749 -4.73538  C81 1.095
89 H 4.81044 -2.99423 -6.02696  C81 1.093
90 H 7.13561 -0.91087 -4.38981  C83 1.095
91 H 7.01693 -1.80023 -2.85640  C83 1.092
92 C -8.79751 0.20234 -4.32231  C93 1.513, C96 1.516, H97 1.091, H98 1.095
93 C -10.16781 -0.33989 -4.66371  C92 1.513, C94 1.516, H99 1.095, H100 1.091
94 C -10.88535 -0.24534 -3.33123  C93 1.516, O95 1.434, H101 1.095, H102 1.093
95 O -10.31791 0.87132 -2.63308  C94 1.434, C96 1.434
96 C -9.13018 1.28953 -3.32015  C92 1.516, O95 1.434, H103 1.095, H104 1.092
97 H -8.24406 0.57442 -5.18612  C92 1.091
98 H -8.19836 -0.57850 -3.84194  C92 1.095
99 H -10.65300 0.31318 -5.39661  C93 1.095
100 H -10.15167 -1.35355 -5.06799  C93 1.091
101 H -10.71661 -1.14133 -2.72422  C94 1.095
102 H -11.96215 -0.09903 -3.44405  C94 1.093
103 H -9.35019 2.23793 -3.82217  C96 1.095
104 H -8.32705 1.45538 -2.59871  C96 1.092

[2]
Molecular formula: C34H60FO14PS6
Method: DFT, ωB97M-V with the def2-TZVPD basis set

LUMO   -0.90 eV
Total charge   0
Spin multiplicity   1
Highest occupied orbital energy   -7.70 eV

Each atom is followed by the atoms it is bonded to, with distances in Å.
Cartesian coordinates (Å):
1 C 2.15527 1.31575 1.47582  P2 1.819, H15 1.095, H16 1.085, H17 1.078
2 P 1.74959 3.07313 1.23792  C1 1.819, C3 1.816, C4 1.792
3 C 2.39300 3.59453 -0.37825  P2 1.816, H18 1.091, H19 1.087, H20 1.091
4 C -0.04117 3.12707 1.21098  P2 1.792, C5 1.352, C13 1.494
5 C -0.82032 2.05537 1.48101  C4 1.352, C6 1.469, H21 1.081
6 C -2.28128 2.18514 1.55954  C5 1.469, O7 1.223, C8 1.492
7 O -2.98193 1.40294 2.18659  C6 1.223
8 C -2.89865 3.31197 0.80034  C6 1.492, C9 1.497, C12 1.338
9 C -4.32442 3.12545 0.38523  C8 1.497, C10 1.518, H22 1.090, H23 1.090
10 C -4.42220 2.78923 -1.09200  C9 1.518, F11 1.404, H24 1.086, H25 1.090
11 F -4.13950 3.92812 -1.86260  C10 1.404
12 C -2.13251 4.37087 0.51377  C8 1.338, C13 1.477, H26 1.082
13 C -0.73219 4.43165 0.97875  C4 1.494, C12 1.477, O14 1.216
14 O -0.18761 5.49638 1.19774  C13 1.216
15 H 1.72724 0.71752 0.66496  C1 1.095
16 H 1.66744 1.03284 2.40299  C1 1.085
17 H 3.22326 1.18567 1.54524  C1 1.078
18 H 2.10205 2.96011 -1.21692  C3 1.091
19 H 2.14808 4.63617 -0.57119  C3 1.087
20 H 3.47791 3.52312 -0.29218  C3 1.091
21 H -0.43095 1.06815 1.68572  C5 1.081
22 H -4.94228 3.99571 0.60467  C9 1.090
23 H -4.75175 2.27717 0.91917  C9 1.090
24 H -5.42437 2.44760 -1.33382  C10 1.086
25 H -3.68701 2.02933 -1.35719  C10 1.090
26 H -2.53272 5.22268 -0.01937  C12 1.082
27 O 4.58210 -2.25459 4.66616  S28 1.440
28 S 3.45618 -1.35711 4.67604  O27 1.440, O29 1.444, C30 1.794, C33 1.800
29 O 3.02450 -0.71207 3.45812  S28 1.444
30 C 2.06072 -2.19047 5.43646  S28 1.794, C31 1.524, H34 1.090, H35 1.091
31 C 2.20154 -1.87654 6.92105  C30 1.524, C32 1.535, H36 1.089, H37 1.092
32 C 2.57874 -0.39079 7.00489  C31 1.535, C33 1.533, H38 1.092, H39 1.089
33 C 3.69594 -0.14442 5.98397  S28 1.800, C32 1.533, H40 1.087, H41 1.088
34 H 2.10771 -3.25384 5.20380  C30 1.090
35 H 1.15292 -1.75138 5.02083  C30 1.091
36 H 1.28065 -2.09275 7.45982  C31 1.089
37 H 2.99541 -2.48874 7.35330  C31 1.092
38 H 1.71007 0.22205 6.75696  C32 1.092
39 H 2.90084 -0.11152 8.00660  C32 1.089
40 H 3.65467 0.84837 5.54236  C33 1.087
41 H 4.68286 -0.32109 6.40590  C33 1.088
42 O 5.30805 1.79179 -1.41626  S43 1.447
43 S 5.71906 0.86112 -0.38796  O42 1.447, O44 1.441, C45 1.790, C48 1.797
44 O 5.62500 1.21744 1.00537  S43 1.441
45 C 4.89684 -0.70460 -0.66439  S43 1.790, C46 1.525, H49 1.088, H50 1.091
46 C 5.83992 -1.44839 -1.60386  C45 1.525, C47 1.535, H51 1.089, H52 1.089
47 C 7.25700 -1.20718 -1.06448  C46 1.535, C48 1.534, H53 1.092, H54 1.089
48 C 7.38189 0.29139 -0.76377  S43 1.797, C47 1.534, H55 1.087, H56 1.088
49 H 3.91283 -0.51710 -1.08869  C45 1.088
50 H 4.80319 -1.19817 0.30361  C45 1.091
51 H 5.60603 -2.51040 -1.65341  C46 1.089
52 H 5.73827 -1.03125 -2.60484  C46 1.089
53 H 7.40424 -1.78414 -0.14964  C47 1.092
54 H 8.01920 -1.52042 -1.77607  C47 1.089
55 H 8.02042 0.50233 0.08995  C48 1.087
56 H 7.72406 0.85278 -1.63116  C48 1.088
57 O -3.42404 -0.37077 -1.53503  S58 1.442
58 S -3.28480 -1.66159 -0.90703  O57 1.442, O59 1.444, C60 1.784, C63 1.801
59 O -2.09582 -2.45084 -1.12473  S58 1.444
60 C -3.59672 -1.49114 0.84139  S58 1.784, C61 1.525, H64 1.086, H65 1.091
61 C -5.10169 -1.69611 0.97509  C60 1.525, C62 1.536, H66 1.088, H67 1.093
62 C -5.44775 -2.88372 0.06478  C61 1.536, C63 1.535, H68 1.092, H69 1.089
63 C -4.74570 -2.64633 -1.27933  S58 1.801, C62 1.535, H70 1.087, H71 1.088
64 H -3.26522 -0.50958 1.16694  C60 1.086
65 H -3.03539 -2.27382 1.35340  C60 1.091
66 H -5.38410 -1.87860 2.01018  C61 1.088
67 H -5.62869 -0.80133 0.63491  C61 1.093
68 H -5.08211 -3.80932 0.51436  C62 1.092
69 H -6.52296 -2.98894 -0.07182  C62 1.089
70 H -4.42576 -3.56686 -1.76083  C63 1.087
71 H -5.35927 -2.06427 -1.96396  C63 1.088
72 O -9.06700 2.67949 0.13428  S73 1.439
73 S -8.44666 1.76714 -0.78975  O72 1.439, O74 1.443, C75 1.790, C78 1.800
74 O -7.18266 1.14778 -0.47029  S73 1.443
75 C -9.63175 0.50047 -1.23238  S73 1.790, C76 1.525, H79 1.087, H80 1.090
76 C -10.36014 1.07906 -2.44123  C75 1.525, C77 1.536, H81 1.089, H82 1.092
77 C -9.27386 1.71050 -3.32435  C76 1.536, C78 1.534, H83 1.091, H84 1.088
78 C -8.36647 2.54498 -2.41100  S73 1.800, C77 1.534, H85 1.087, H86 1.088
79 H -10.27324 0.30529 -0.37655  C75 1.087
80 H -9.06945 -0.39520 -1.49490  C75 1.090
81 H -10.91827 0.31031 -2.97283  C76 1.089
82 H -11.06772 1.84415 -2.11600  C76 1.092
83 H -8.69015 0.92294 -3.80422  C77 1.091
84 H -9.70231 2.32670 -4.11261  C77 1.088
85 H -7.33088 2.55531 -2.74149  C78 1.087
86 H -8.72734 3.56460 -2.29502  C78 1.088
87 O 5.25241 -0.39092 -4.74151  S88 1.442
88 S 5.92933 0.46214 -5.68735  O87 1.442, O89 1.440, C90 1.790, C93 1.800
89 O 6.94434 -0.07085 -6.55849  S88 1.440
90 C 4.69698 1.34285 -6.64040  S88 1.790, C91 1.526, H94 1.087, H95 1.089
91 C 4.42211 2.60075 -5.82122  C90 1.526, C92 1.535, H96 1.089, H97 1.092
92 C 5.79177 3.10492 -5.34630  C91 1.535, C93 1.533, H98 1.092, H99 1.088
93 C 6.55638 1.89499 -4.79707  S88 1.800, C92 1.533, H100 1.087, H101 1.090
94 H 3.82931 0.70119 -6.77293  C90 1.087
95 H 5.14190 1.57799 -7.60668  C90 1.089
96 H 3.89585 3.34962 -6.41075  C91 1.089
97 H 3.80065 2.35298 -4.95839  C91 1.092
98 H 6.33577 3.53574 -6.18921  C92 1.092
99 H 5.69485 3.87847 -4.58673  C92 1.088
100 H 7.62862 1.95822 -4.96489  C93 1.087
101 H 6.34883 1.73609 -3.73886  C93 1.090
102 O 1.51608 -5.48038 4.05314  S103 1.445
103 S 1.83625 -5.45952 2.64418  O102 1.445, O104 1.439, C105 1.791, C108 1.795
104 O 3.01392 -6.12389 2.15113  S103 1.439
105 C 0.39997 -6.00336 1.72224  S103 1.791, C106 1.526, H109 1.087, H110 1.089
106 C -0.39129 -4.72312 1.47170  C105 1.526, C107 1.534, H111 1.087, H112 1.094
107 C 0.63876 -3.65591 1.08027  C106 1.534, C108 1.534, H113 1.091, H114 1.087
108 C 1.79630 -3.75522 2.08245  S103 1.795, C107 1.534, H115 1.087, H116 1.086
109 H -0.13280 -6.74990 2.30657  C105 1.087
110 H 0.76070 -6.44111 0.79222  C105 1.089
111 H -1.14083 -4.85906 0.69575  C106 1.087
112 H -0.90467 -4.42401 2.39003  C106 1.094
113 H 1.00228 -3.85148 0.07054  C107 1.091
114 H 0.20390 -2.65930 1.07889  C107 1.087
115 H 2.75687 -3.50934 1.63787  C108 1.087
116 H 1.62950 -3.13286 2.95623  C108 1.086

Look up the total charge of the first one. 0